{"formula": "C20H61O13Ti", "method": "ωB97M-V with the def2-TZVPD basis set", "spin_multiplicity": 4, "energy_ha": -2626.00308, "s2": 3.7513, "gap_ev": [4.87, 9.01], "max_force_ev_per_a": 2.3, "mol_weight_g_mol": 557.56, "relative_energy_ev": 0.828, "species": ["Ti", "C", "C", "O", "O", "H", "H", "H", "C", "O", "H", "H", "H", "H", "C", "O", "H", "H", "H", "H", "C", "O", "H", "H", "H", "H", "C", "O", "H", "H", "H", "H", "C", "C", "O", "H", "H", "H", "H", "H", "H", "C", "C", "O", "H", "H", "H", "H", "H", "H", "C", "C", "O", "H", "H", "H", "H", "H", "H", "C", "C", "O", "H", "H", "H", "H", "H", "H", "C", "C", "O", "H", "H", "H", "H", "H", "H", "C", "C", "O", "H", "H", "H", "H", "H", "H", "C", "C", "O", "H", "H", "H", "H", "H", "H"], "xyz": [[2.162, -0.564, 2.355], [-0.561, 0.142, -0.648], [0.484, -0.611, 0.218], [1.683, -0.513, -0.035], [0.071, -1.330, 1.175], [-1.436, 0.442, -0.071], [-0.891, -0.474, -1.484], [-0.153, 1.025, -1.141], [0.029, -3.137, -2.850], [0.049, -4.453, -3.344], [0.688, -2.535, -3.475], [-0.964, -2.687, -2.863], [0.406, -3.129, -1.827], [0.112, -4.472, -4.302], [4.330, 1.480, 1.519], [4.023, 0.928, 2.817], [3.607, 1.185, 0.758], [4.322, 2.569, 1.564], [5.346, 1.240, 1.204], [4.708, 1.281, 3.389], [-4.616, 2.186, -0.091], [-5.406, 1.452, 0.862], [-4.024, 1.501, -0.699], [-5.209, 2.790, -0.778], [-4.030, 2.918, 0.463], [-6.115, 1.000, 0.400], [-3.386, -0.816, 1.907], [-2.459, -1.873, 2.030], [-3.032, 0.077, 2.422], [-3.736, -0.617, 0.894], [-4.260, -1.105, 2.492], [-1.618, -1.562, 1.688], [-2.998, 0.427, -3.112], [-3.758, 1.496, -3.933], [-4.675, 0.851, -4.783], [-3.633, -0.123, -2.418], [-2.286, 0.945, -2.469], [-2.552, -0.320, -3.768], [-3.060, 2.133, -4.477], [-4.243, 2.135, -3.194], [-5.099, 1.565, -5.264], [3.274, 3.645, -1.933], [2.283, 2.487, -1.940], [3.121, 1.321, -1.789], [2.724, 4.586, -1.924], [3.981, 3.512, -2.752], [3.869, 3.673, -1.021], [1.706, 2.427, -2.863], [1.589, 2.605, -1.108], [2.697, 0.661, -1.236], [-1.405, 3.583, -1.233], [-0.875, 5.035, -1.193], [0.463, 5.027, -0.847], [-0.830, 2.941, -1.901], [-2.448, 3.546, -1.545], [-1.330, 3.208, -0.212], [-1.409, 5.652, -0.470], [-1.017, 5.594, -2.118], [0.699, 5.915, -0.568], [0.429, -2.072, 6.035], [0.900, -2.238, 4.617], [2.232, -1.861, 4.487], [0.928, -2.754, 6.724], [-0.636, -2.279, 6.138], [0.616, -1.045, 6.350], [0.218, -1.561, 4.103], [0.723, -3.223, 4.185], [2.745, -2.647, 4.687], [3.427, -2.672, -4.145], [3.375, -1.755, -2.970], [2.969, -2.432, -1.821], [2.507, -3.186, -4.423], [4.142, -3.464, -3.922], [3.780, -2.145, -5.031], [2.657, -0.958, -3.165], [4.371, -1.333, -2.835], [2.683, -1.750, -1.209], [-0.999, 2.553, 3.852], [-0.566, 1.493, 2.929], [0.837, 1.538, 2.761], [-0.764, 3.549, 3.476], [-0.516, 2.538, 4.829], [-2.078, 2.580, 4.002], [-1.046, 1.587, 1.956], [-0.789, 0.487, 3.285], [1.004, 2.337, 2.255], [0.380, -6.135, 1.091], [-0.134, -4.677, 0.835], [0.937, -3.852, 0.550], [1.050, -6.221, 1.946], [0.981, -6.462, 0.242], [-0.463, -6.822, 1.156], [-0.633, -4.329, 1.740], [-0.860, -4.698, 0.023], [0.681, -2.957, 0.786]], "atomic_forces_ev_per_a": [[-0.340, -0.201, -0.202], [0.515, -0.172, 0.099], [-2.310, 0.231, -0.328], [2.008, 0.700, -0.265], [0.098, 0.440, 0.454], [0.005, -0.199, 0.077], [-0.009, -0.417, 0.240], [0.331, -0.034, 0.317], [0.346, 0.461, -0.343], [-0.227, -0.863, 0.216], [0.020, 0.399, 0.265], [-0.332, -0.070, -0.070], [0.076, -0.178, -0.112], [-0.059, 0.247, 0.078], [0.374, 0.721, -0.017], [-0.146, 0.112, -0.907], [0.086, -0.314, 0.295], [-0.268, 0.218, 0.125], [-0.081, -0.500, -0.081], [-0.151, -0.277, 0.431], [-0.622, -0.143, 0.307], [0.301, 0.584, -0.324], [0.388, 0.105, 0.149], [-0.396, -0.074, -0.060], [0.306, -0.406, 0.064], [-0.001, -0.031, -0.086], [-0.408, -0.497, 0.962], [-0.552, 0.025, 0.022], [0.134, 0.421, -0.362], [0.284, 0.117, -0.152], [-0.195, -0.081, -0.139], [0.660, -0.084, -0.270], [-0.422, 0.547, -0.353], [0.729, -0.976, 1.346], [-0.109, 0.370, -0.101], [-0.410, 0.079, -0.169], [0.335, -0.133, -0.313], [0.351, 0.196, 0.052], [0.185, -0.097, -0.227], [-0.415, 0.249, -0.028], [-0.312, -0.194, -0.298], [-0.505, 0.162, 0.085], [1.454, -0.366, 0.730], [-0.282, 0.422, -0.256], [0.174, 0.127, -0.592], [-0.170, 0.369, -0.147], [-0.083, -0.402, 0.163], [0.007, 0.061, -0.166], [-0.087, -0.143, 0.115], [-0.530, -0.231, 0.123], [0.180, 1.081, 0.215], [-1.429, -0.095, -0.398], [1.463, -0.208, 0.441], [0.118, 0.213, 0.004], [-0.022, 0.093, 0.019], [-0.035, -0.286, -0.044], [-0.502, -0.314, 0.347], [-0.075, -0.362, -0.557], [0.204, -0.002, -0.007], [-0.008, -0.573, 0.778], [-2.250, -0.061, 0.482], [1.008, 0.579, -0.715], [0.188, 0.041, 0.118], [-0.076, 0.066, -0.184], [0.015, -0.017, 0.067], [0.538, 0.185, -0.854], [0.003, -0.152, 0.134], [0.417, 0.112, -0.091], [0.493, -0.853, -0.565], [-0.419, 0.414, -0.433], [0.077, -0.499, 0.424], [-0.226, 0.228, 0.305], [0.123, -0.107, -0.106], [0.079, 0.088, -0.007], [0.136, 0.414, -0.152], [0.102, 0.346, 0.007], [-0.175, -0.148, 0.481], [-0.685, 1.471, 0.968], [-0.151, -1.003, -0.352], [0.883, -0.258, -0.340], [0.129, 0.093, -0.372], [0.013, -0.468, 0.024], [-0.083, -0.281, 0.034], [-0.177, 0.024, -0.114], [-0.077, 0.021, 0.111], [0.448, 0.137, -0.089], [-0.159, 0.834, -0.766], [-0.019, -1.872, 0.875], [1.096, 0.176, -0.335], [-0.293, 0.180, 0.252], [-0.057, 0.103, -0.215], [0.014, -0.009, 0.276], [-0.344, 0.024, 0.096], [-0.155, -0.011, -0.163], [-0.054, 0.378, 0.051]], "mulliken_charge": [0.155, -0.187, 0.951, -0.412, -0.293, 0.006, 0.101, -0.223, -0.325, -0.552, 0.131, 0.316, 0.092, 0.304, -0.355, -0.382, -0.016, 0.313, 0.372, 0.268, -0.447, -0.534, 0.032, 0.420, 0.212, 0.308, -0.393, -0.579, 0.098, 0.130, 0.416, 0.274, -0.407, -0.346, -0.520, 0.362, -0.236, 0.396, 0.334, 0.157, 0.308, -1.242, 0.457, -0.496, 0.341, 0.348, 0.170, 0.333, -0.110, 0.148, 0.099, -0.718, -0.412, -0.009, 0.279, -0.177, 0.388, 0.352, 0.264, -1.353, 0.563, -0.467, 0.353, 0.363, 0.325, -0.289, 0.275, 0.292, -1.278, 0.021, -0.552, 0.233, 0.317, 0.364, 0.219, 0.352, 0.204, -1.499, 0.997, -0.192, 0.351, 0.353, 0.382, -0.449, -0.127, 0.228, -1.455, 0.137, -0.570, 0.293, 0.337, 0.391, 0.158, 0.234, 0.224]}